Record 1
61
Properties=species:S:1:pos:R:3:forces:R:3 method="wB97M-V/def2-TZVPD" e_tot_ev=-82653.0558 multiplicity=6 charge=0 de_lowest_kcal_mol=26.2 s_squared=8.839
Mn -0.231 -0.211 -0.059 0.7 -0.2 0.1
O 1.068 -0.934 -1.113 0.7 -0.3 -0.3
C 2.419 -1.089 -0.985 -0.6 0.2 0.2
C 3.124 -1.684 -2.012 -0.1 -0.1 -0.3
C 4.509 -1.852 -1.938 0.0 0.0 0.0
C 5.193 -1.407 -0.808 0.0 0.0 -0.1
C 4.500 -0.810 0.225 0.2 0.0 0.1
C 3.098 -0.638 0.184 -0.4 0.1 0.2
C 2.418 -0.055 1.271 -0.4 0.1 0.1
N 1.062 0.149 1.330 -0.1 -0.1 -0.1
N 0.506 0.615 2.508 1.0 -0.3 -0.4
C -0.746 0.806 2.382 -0.6 0.2 -0.1
O -1.378 0.597 1.199 0.0 -0.3 0.5
C -1.543 1.311 3.511 -0.2 -0.1 -0.1
C -0.998 1.414 4.791 0.1 0.1 0.2
C -1.767 1.885 5.844 0.0 0.0 0.0
C -3.094 2.256 5.641 0.1 0.0 0.0
C -3.640 2.156 4.370 0.0 0.0 0.0
C -2.869 1.684 3.312 -0.1 0.1 0.1
H 2.566 -2.014 -2.887 0.1 0.1 0.1
H 5.040 -2.323 -2.757 0.0 0.0 0.1
H 6.269 -1.523 -0.741 -0.1 0.0 0.0
H 5.036 -0.466 1.106 -0.1 0.0 -0.1
H 2.974 0.251 2.146 0.0 0.1 0.1
H 0.036 1.125 4.938 -0.1 0.0 0.0
H -1.331 1.962 6.835 0.0 0.0 -0.1
H -3.693 2.618 6.470 0.1 0.0 -0.1
H -4.671 2.448 4.201 0.1 0.0 0.0
H -3.287 1.611 2.316 0.0 0.0 0.1
C 0.714 -3.311 1.343 -0.2 0.3 -0.2
O -0.406 -2.438 1.150 0.0 0.0 0.4
C -1.532 -3.100 0.606 0.2 0.0 0.1
C -1.415 -3.107 -0.880 -0.1 0.0 -0.4
O -1.519 -1.765 -1.340 0.0 0.3 0.0
C -1.288 -1.677 -2.750 0.0 0.1 0.1
H 0.396 -4.200 1.892 0.0 0.0 0.0
H 1.452 -2.769 1.924 0.0 0.1 0.0
H 1.162 -3.609 0.390 0.0 0.0 0.0
H -2.425 -2.557 0.910 0.0 0.1 0.1
H -1.592 -4.123 0.978 -0.1 -0.1 0.1
H -2.205 -3.707 -1.332 -0.1 -0.1 -0.1
H -0.449 -3.522 -1.174 0.1 0.0 -0.1
H -2.032 -2.267 -3.283 -0.1 -0.1 0.0
H -0.288 -2.028 -2.994 0.1 0.0 0.0
H -1.374 -0.631 -3.037 0.0 -0.1 0.0
N -3.220 1.099 -0.826 -0.1 0.0 -0.3
C -2.248 1.569 -1.639 -0.3 0.3 0.1
N -1.000 1.256 -1.513 0.8 -0.2 0.0
C -0.191 1.939 -2.438 -0.2 -0.3 0.1
C 1.193 1.854 -2.532 0.1 0.0 0.0
C 1.836 2.595 -3.509 0.0 0.0 0.0
C 1.118 3.413 -4.386 0.0 0.0 0.0
C -0.260 3.505 -4.297 -0.1 0.1 -0.1
C -0.897 2.758 -3.316 -0.1 0.1 0.0
S -2.602 2.672 -2.940 -0.1 0.1 -0.1
H -2.890 0.787 0.081 0.1 0.0 0.2
H -4.085 1.605 -0.809 -0.2 0.1 -0.1
H 1.742 1.214 -1.852 0.0 0.1 -0.1
H 2.915 2.536 -3.594 -0.1 0.0 0.0
H 1.643 3.984 -5.143 0.0 0.0 0.1
H -0.822 4.143 -4.973 0.1 -0.1 0.1

Record 2
10
Properties=species:S:1:pos:R:3:forces:R:3 method="wB97M-V/def2-TZVPD" e_tot_ev=-10113.7681 charge=0 de_lowest_kcal_mol=39.2
N 0.444 -1.708 -0.837 -0.6 -0.8 0.0
N 1.505 -1.167 -0.732 1.6 0.9 0.1
N -1.507 0.492 0.284 0.0 0.9 1.0
N -0.514 0.588 -0.516 0.5 0.1 -0.6
O 0.516 1.175 -0.100 -1.5 0.2 0.4
O -1.509 0.999 1.595 0.3 -0.4 -0.6
H 1.587 -0.140 -0.433 0.0 -0.9 -0.2
H 2.425 -1.621 -0.964 -0.4 0.0 0.0
H -2.217 -0.207 0.117 0.1 0.2 -0.1
H -0.730 1.590 1.587 0.0 -0.2 -0.1

Record 3
16
Properties=species:S:1:pos:R:3:forces:R:3 method="wB97M-V/def2-TZVPD" e_tot_ev=-82392.3317 charge=+1 smiles="O=C(O)Cn1c[nH+]c(Br)c1" de_lowest_kcal_mol=15.3
O -1.753 0.107 -2.945 -0.2 0.6 1.1
C -1.008 -0.022 -2.023 0.1 -0.2 -2.0
O 0.107 -0.862 -2.215 -0.2 1.3 1.6
C -1.282 0.676 -0.645 0.0 -1.0 0.0
N -0.242 0.260 0.328 -0.8 0.1 0.6
C -0.569 -0.532 1.377 1.9 0.2 0.4
N 0.585 -0.766 2.089 0.4 1.3 -1.9
C 1.635 -0.098 1.438 0.2 1.6 -2.0
Br 3.510 -0.037 1.876 -1.7 -0.3 0.0
C 1.122 0.608 0.292 -0.5 -2.5 3.1
H 0.769 -0.404 -2.764 -0.4 -0.3 -0.1
H -1.371 1.788 -0.699 0.3 -1.0 -0.3
H -2.266 0.289 -0.264 0.9 0.4 -0.5
H -1.555 -0.941 1.684 0.9 0.6 -0.6
H 0.707 -1.309 2.943 -0.2 0.1 -0.3
H 1.611 1.243 -0.470 -0.5 -0.6 0.8

Record 4
21
Properties=species:S:1:pos:R:3:forces:R:3 method="wB97M-V/def2-TZVPD" e_tot_ev=-13559.2121 charge=-1 de_lowest_kcal_mol=28.7
C 1.310 1.654 -0.009 -0.9 0.0 -2.8
C 1.734 0.455 0.888 -1.1 2.7 -1.0
O 2.671 -0.290 0.185 1.3 -0.8 0.1
C 0.044 1.453 -0.905 -0.8 -0.8 2.1
O -1.105 1.231 -0.157 -0.5 -0.5 0.9
H 1.975 1.984 -0.854 0.8 -0.7 1.2
H 1.145 2.562 0.536 -0.3 0.4 0.7
H 2.175 1.017 1.725 0.3 -1.0 0.3
H 0.806 -0.059 1.188 0.6 0.0 0.1
H 2.363 -1.158 -0.078 -0.6 0.0 0.0
H -0.173 2.355 -1.443 0.4 0.9 -0.7
H 0.166 0.665 -1.662 0.6 -0.2 -0.1
H 0.537 -2.189 0.725 -0.8 0.9 0.2
H -0.373 -1.418 -0.412 -0.3 0.3 1.0
O 0.150 -2.176 -0.149 1.4 -1.7 -1.3
H -1.997 -0.560 -1.779 0.0 0.5 0.3
H -2.307 -0.854 -0.229 0.2 -0.2 -1.0
O -2.477 -1.137 -1.186 -0.4 -0.5 0.4
H -1.283 0.348 0.673 -0.2 0.5 -0.5
H -2.477 -0.741 1.775 0.5 0.5 -0.2
O -1.630 -0.665 1.311 -0.1 0.0 0.3

Record 5
24
Properties=species:S:1:pos:R:3:forces:R:3 method="wB97M-V/def2-TZVPD" e_tot_ev=-49536.1797 multiplicity=6 charge=0 s_squared=8.792
Ir 0.787 0.030 0.229 1.2 -0.4 2.9
Cl 0.085 -1.492 -2.583 0.4 -0.3 -0.3
C 2.148 1.170 -0.614 1.7 1.5 -0.6
H 3.058 1.298 0.014 -0.4 0.1 -0.6
H 1.691 2.170 -0.779 0.4 -0.5 0.1
H 2.417 0.733 -1.596 0.0 0.2 0.3
V -1.034 -0.311 -1.034 -0.2 -0.7 -4.2
C -2.482 -1.487 -0.454 -3.7 -3.6 1.6
C -2.003 1.145 -1.908 -1.3 1.8 -0.4
C -1.021 0.763 0.617 1.1 1.3 2.1
H -2.037 2.077 -1.341 -0.1 0.0 -0.4
H -1.557 1.305 -2.887 0.2 -0.1 -0.2
H -3.017 0.764 -2.038 -0.2 0.2 -0.2
H -2.643 -1.561 0.624 0.4 0.4 0.0
H -3.381 -1.103 -0.931 0.2 0.5 -0.2
H -2.247 -2.467 -0.878 0.5 0.2 -0.1
H -1.044 1.863 0.580 0.0 -0.3 -0.1
H -1.424 0.402 1.570 -0.4 -0.1 -0.1
C 2.543 -1.244 2.072 0.3 -0.4 0.6
C 1.557 -0.123 2.049 -0.8 1.7 0.9
O 1.240 0.601 2.973 0.6 -1.2 -1.0
H 2.561 -1.819 1.150 0.0 0.0 -0.1
H 2.271 -1.901 2.904 0.2 0.0 0.0
H 3.533 -0.813 2.258 -0.1 -0.1 0.0